Formula: C21H38AuNO6S2Si4Te
Source: the OMol25 dataset
Level of theory: ωB97M-V/def2-TZVPD

XYZ file:
```
74
Properties=species:S:1:pos:R:3:forces:R:3:lowdin_charge:R:1
Au -1.834217 -0.992157 -0.260654 -0.28 0.19 -0.17 0.55
O 0.875106 -0.148727 0.712197 -0.11 -0.02 0.00 -0.33
S 0.618714 -1.253085 1.599602 0.41 -0.09 -0.12 0.45
O 1.065879 -1.128890 2.960735 -0.06 0.01 -0.04 -0.30
O -0.816407 -1.694761 1.557265 -0.14 -0.09 -0.06 -0.47
C 1.503060 -2.719160 0.963435 0.05 0.12 0.18 -0.21
C 1.792474 -3.635186 1.969931 -0.06 -0.04 0.01 -0.07
C 2.428118 -4.837186 1.707574 -0.02 -0.01 -0.03 -0.06
C 2.782458 -5.156549 0.410111 -0.01 -0.01 -0.04 -0.07
C 2.515450 -4.257568 -0.609350 -0.04 -0.01 0.10 -0.07
C 1.895731 -3.036545 -0.346000 -0.14 -0.05 0.03 -0.22
S 1.926012 -1.958211 -1.766599 -0.25 0.21 -0.12 0.52
O 2.867448 -0.928606 -1.494614 0.13 0.05 -0.10 -0.23
O 2.079830 -2.788269 -2.929203 0.03 -0.14 -0.08 -0.32
O 0.530517 -1.271526 -1.862614 0.07 -0.17 0.16 -0.78
H 1.508027 -3.377203 2.979922 0.02 0.00 0.01 0.11
H 2.641493 -5.520082 2.519187 0.01 0.00 0.02 0.11
H 3.281660 -6.090488 0.185885 -0.02 0.00 -0.01 0.11
H 2.804095 -4.480393 -1.625422 0.03 -0.01 0.00 0.10
C -1.049446 -5.349995 0.658101 0.00 0.10 0.12 -0.19
Si -2.707813 -4.987529 -0.106317 0.11 -0.04 -0.07 0.36
C -3.775375 -3.944950 1.017923 -0.02 -0.01 0.00 -0.21
C -3.572667 -6.620967 -0.493048 0.02 0.04 0.04 -0.21
Si -2.443289 -4.015146 -2.243290 0.41 0.07 0.00 0.25
Te -1.248324 -1.762584 -2.695865 -0.02 0.00 0.14 1.13
Si -4.506493 -3.019395 -2.875591 -0.01 -0.12 -0.15 0.31
C -5.742717 -4.430671 -2.767457 -0.05 0.09 -0.05 -0.21
C -5.065875 -1.638866 -1.742645 -0.01 -0.01 -0.03 -0.22
C -4.445242 -2.384122 -4.644700 -0.01 0.02 0.03 -0.22
Si -1.421919 -5.437553 -3.837717 -0.09 0.05 -0.06 0.33
C -2.403731 -7.028872 -4.016745 -0.03 0.05 0.05 -0.21
C 0.324324 -5.794661 -3.273520 -0.02 -0.09 0.08 -0.20
C -1.352385 -4.563974 -5.498728 -0.03 0.02 0.03 -0.22
H -1.162947 -6.070094 1.473208 -0.01 0.01 0.02 0.05
H -0.618975 -4.437525 1.072619 0.01 0.01 -0.01 0.01
H -0.340313 -5.763743 -0.058910 0.01 -0.02 -0.04 0.02
H -3.867084 -4.428829 1.993628 0.02 -0.03 0.00 0.04
H -4.781320 -3.827019 0.612335 -0.03 0.02 0.00 0.02
H -3.340524 -2.958133 1.183486 0.02 0.05 -0.01 0.00
H -4.178774 -6.927444 0.363085 0.01 -0.01 0.02 0.04
H -2.832426 -7.402835 -0.670117 0.02 -0.01 -0.02 0.03
H -4.227207 -6.582572 -1.362119 -0.07 0.03 -0.05 0.01
H -5.884991 -4.759677 -1.737783 0.00 -0.02 0.04 0.02
H -5.441615 -5.293272 -3.364145 0.02 0.00 -0.01 0.02
H -6.710615 -4.086286 -3.143181 -0.01 -0.02 0.01 0.04
H -5.108431 -1.953145 -0.700086 0.02 -0.01 0.03 0.02
H -6.072896 -1.341356 -2.049408 -0.02 0.02 0.02 0.04
H -4.421838 -0.760833 -1.796290 0.01 0.00 -0.01 -0.02
H -4.419239 -3.212928 -5.353773 0.02 -0.01 -0.01 0.02
H -3.574101 -1.755479 -4.841380 0.00 0.01 -0.01 0.01
H -5.336268 -1.788681 -4.859634 -0.02 -0.01 0.00 0.04
H -2.454554 -7.587663 -3.081550 0.02 -0.01 0.00 0.01
H -1.929159 -7.665963 -4.765849 0.01 -0.03 -0.02 0.03
H -3.427127 -6.836048 -4.344675 -0.01 0.01 -0.02 0.02
H 0.360362 -6.232592 -2.273869 -0.03 -0.02 0.00 0.02
H 0.922180 -4.883791 -3.258659 0.03 0.09 -0.02 0.01
H 0.801035 -6.498553 -3.961084 -0.01 0.00 -0.03 0.04
H -2.333173 -4.229553 -5.843408 0.03 -0.02 0.03 0.01
H -0.950891 -5.245977 -6.252841 0.01 -0.02 0.01 0.04
H -0.690448 -3.696908 -5.456226 -0.01 0.01 0.00 0.02
C -2.922835 5.507199 -0.495922 0.00 0.01 0.00 -0.04
C -2.842811 4.011359 -0.425762 0.00 -0.01 0.01 -0.26
C -2.565794 3.348258 0.762428 -0.02 0.02 -0.03 -0.01
C -2.477184 1.968060 0.772400 0.01 -0.01 0.02 -0.11
N -2.651552 1.224572 -0.322173 0.10 -0.09 0.24 -0.04
C -2.913629 1.855738 -1.466086 -0.03 -0.06 -0.09 -0.14
C -3.022865 3.227806 -1.562419 -0.01 -0.01 0.02 -0.02
H -2.912127 5.952204 0.497029 0.00 0.00 0.00 0.08
H -3.830479 5.824326 -1.009924 0.00 0.00 0.00 0.09
H -2.073584 5.903620 -1.054687 0.00 0.00 0.00 0.09
H -2.407816 3.898776 1.680058 0.00 0.00 0.01 0.12
H -2.245787 1.434010 1.685188 0.01 0.00 0.00 0.12
H -3.030868 1.223554 -2.340271 0.01 0.03 0.00 0.09
H -3.237730 3.682495 -2.520723 0.00 0.00 -0.01 0.12
```
Positions in Å, forces in eV/Å.

ΔE to the lowest compared entry with this formula, charge and spin in kJ/mol: 0.00
Lowest unoccupied orbital energy in eV: -1.12
HOMO level in eV: -8.231



Formula: C17H12CrI2N7OSe2Te2
Source: the OMol25 dataset
Level of theory: ωB97M-V/def2-TZVPD

XYZ file:
```
44
Properties=species:S:1:pos:R:3:forces:R:3:mulliken_spin:R:1
Cr -0.381902 -0.422816 -0.042208 0.06 -0.29 0.14 3.18
I -2.033693 -2.282296 4.439123 0.00 0.00 0.00 0.00
C -0.098771 -2.062571 3.724953 0.02 0.00 0.02 0.01
C 1.005123 -2.427198 4.518705 -0.05 0.00 0.00 -0.01
C 2.288081 -2.312979 4.057972 0.02 -0.01 -0.02 0.01
I 3.859089 -2.893268 5.303867 0.00 0.00 0.00 0.00
C 2.533285 -1.818602 2.752057 -0.01 0.03 -0.01 0.00
C 3.800253 -1.668579 2.147111 0.00 -0.02 0.02 0.01
C 3.899708 -1.188023 0.871715 -0.02 0.01 -0.04 0.00
C 2.731645 -0.839262 0.175567 0.04 0.04 0.03 0.03
N 1.538528 -0.961318 0.706815 -0.03 0.01 0.00 -0.05
C 1.416749 -1.444408 1.976427 0.02 -0.03 0.00 0.01
C 0.074888 -1.561593 2.451316 -0.13 -0.02 -0.12 -0.01
O -0.907098 -1.229202 1.649107 0.11 -0.07 0.01 -0.02
H 0.821991 -2.810800 5.513078 0.00 0.00 0.00 0.00
H 4.687736 -1.940640 2.702975 0.00 0.01 0.00 0.00
H 4.860732 -1.067561 0.392677 0.00 0.00 0.00 0.00
H 2.782345 -0.439188 -0.830034 0.01 0.00 0.00 0.00
N -1.676813 -3.559978 0.329076 -0.02 0.21 0.19 0.00
C -0.949063 -3.481276 -0.771124 -0.09 0.08 -0.23 0.01
N -0.800111 -4.582982 -1.513511 -0.01 0.04 0.06 0.00
C -0.130676 -4.430896 -2.645646 0.11 -0.09 0.03 0.00
N 0.079886 -5.518216 -3.401854 -0.02 0.03 0.01 0.00
N 0.371511 -3.265341 -3.113786 -0.01 0.03 -0.04 0.00
C 0.186794 -2.246066 -2.310269 -0.04 0.04 -0.04 0.02
N -0.419133 -2.270247 -1.122186 0.04 -0.12 0.11 -0.05
C 0.640736 -0.906972 -2.774186 -0.06 -0.04 0.01 0.01
C 1.188989 -0.728656 -4.029749 0.02 -0.01 -0.03 -0.01
C 1.525840 0.555346 -4.428578 -0.01 0.00 0.00 0.01
C 1.298705 1.607522 -3.559481 -0.01 -0.01 0.02 0.00
C 0.752312 1.345258 -2.313138 0.04 0.01 -0.01 0.01
N 0.431218 0.109792 -1.926044 0.05 0.03 -0.02 -0.07
H -2.086281 -4.447408 0.560909 -0.01 0.01 0.02 0.00
H -1.821634 -2.733357 0.912230 0.09 -0.17 -0.04 0.00
H -0.313665 -6.396892 -3.119328 0.00 0.00 0.00 0.00
H 0.537570 -5.419787 -4.288648 0.00 0.00 0.00 0.00
H 1.325523 -1.589915 -4.666019 0.01 0.00 0.00 0.00
H 1.952080 0.730011 -5.407388 0.00 0.00 0.00 0.00
H 1.536782 2.626019 -3.830680 0.00 0.00 0.00 0.00
H 0.570608 2.124178 -1.583677 -0.01 0.00 -0.01 0.00
Se -0.058969 1.795998 1.034684 -0.14 -0.07 -0.14 -0.07
Te -3.913126 2.159574 2.543754 0.01 -0.06 0.04 0.01
Te -2.482021 2.156588 0.377507 -0.16 0.29 0.02 0.03
Se -2.732252 -0.084393 -0.757691 0.18 0.12 0.02 -0.07
```
Positions in Å, forces in eV/Å.

Multiplicity: 4
ΔE to the lowest compared entry with this formula, charge and spin in kJ/mol: 5.60
Lowest unoccupied orbital energy (alpha / beta) in eV: -1.05 / -1.17
HOMO level (alpha / beta) in eV: -6.558 / -6.596



Formula: C9H14OS
Source: the OMol25 dataset
Level of theory: ωB97M-V/def2-TZVPD

XYZ file:
```
25
Properties=species:S:1:pos:R:3:forces:R:3:lowdin_charge:R:1
C -2.814144 0.189048 0.128805 2.64 -2.69 -1.16 -0.06
O -1.552710 0.322539 0.837055 -0.46 0.00 -0.58 -0.14
C -0.692325 1.307251 0.405769 -1.97 0.03 0.04 -0.51
S -1.245772 2.891569 -0.164659 0.55 -0.65 0.37 1.04
C 0.393683 3.365391 -0.341631 1.40 -0.53 -0.55 -0.43
C 1.324745 2.375100 -0.095728 -3.07 1.28 0.96 -0.11
C 0.633537 1.233706 0.453241 3.09 -1.20 -0.24 -0.25
C 1.542383 0.041424 0.810145 -2.52 -1.78 1.70 -0.48
C 0.801436 -1.079860 1.740460 2.77 3.61 1.17 -0.03
C 2.673466 0.504346 1.752563 -1.00 2.07 -1.44 -0.05
C 1.876043 -0.659282 -0.514975 -0.27 -0.15 -0.33 -0.04
H -3.357071 -0.693778 0.439575 0.38 -0.31 0.67 0.09
H -3.383768 0.978822 0.352801 -2.28 3.24 0.50 0.03
H -2.689619 0.029242 -0.960220 0.26 0.54 0.43 0.11
H 0.661049 4.335709 -0.699487 -0.23 0.47 -0.20 0.05
H 2.380177 2.538894 -0.106577 0.33 -0.07 -0.16 0.10
H -0.061242 -1.442252 1.384888 -3.18 -1.18 -1.61 0.01
H 1.470688 -1.907776 1.905207 0.49 -0.12 0.24 0.07
H 0.567067 -0.528173 2.694583 0.24 -0.88 -0.66 0.10
H 2.275325 1.202812 2.562567 0.56 -1.07 -1.07 0.12
H 3.185334 -0.320212 2.141000 0.73 -1.22 0.84 0.05
H 3.360106 1.041255 1.102216 0.47 0.38 0.40 0.07
H 2.251117 -1.675392 -0.319975 -0.39 0.12 -0.21 0.08
H 0.966770 -0.641469 -1.203431 1.11 -0.40 1.06 0.12
H 2.663152 -0.179492 -1.074767 0.37 0.51 -0.19 0.07
```
Positions in Å, forces in eV/Å.

SMILES string: COc1sccc1C(C)(C)C
ΔE to the lowest compared entry with this formula, charge and spin in kJ/mol: 163.89
Lowest unoccupied orbital energy in eV: 0.76
HOMO level in eV: -8.197



Formula: C11H19F2N2
Source: the OMol25 dataset
Level of theory: ωB97M-V/def2-TZVPD

XYZ file:
```
34
Properties=species:S:1:pos:R:3:forces:R:3:lowdin_charge:R:1
C -2.306219 2.830286 -1.698931 0.51 -0.17 0.71 -0.12
C -1.717218 1.703108 -2.102224 1.34 1.11 0.31 -0.06
C -0.644708 -0.245599 -0.521917 -1.81 2.44 -1.44 -0.17
C 2.134699 -0.974427 2.037880 3.96 -2.34 -0.36 -0.14
C 2.494858 -2.488880 1.630143 -1.55 -0.67 2.51 -0.12
C 0.927862 -2.127491 -0.334948 -3.59 -1.64 -0.11 -0.09
C 0.586214 -0.722463 0.163784 2.17 -0.52 -0.84 -0.31
C 0.738809 -0.658108 1.667582 -0.13 2.12 0.60 -0.35
C -3.718832 3.176257 -1.995543 -1.84 1.52 -1.03 -0.11
C 0.359778 0.774109 2.132814 -2.82 -1.95 -0.40 -0.01
C -0.370678 1.234399 -1.717565 -1.07 -2.41 3.54 -0.43
N -1.792188 -0.746230 -0.316219 1.36 0.17 -0.08 0.19
N 2.217345 -2.691013 0.184173 1.92 -0.25 -1.77 0.01
F 0.340469 2.154276 -1.057766 0.28 0.34 0.38 0.10
F 0.452625 0.683763 -2.601812 0.11 -0.09 -1.26 0.11
H -1.751077 3.580306 -1.077516 -0.46 -0.90 -0.60 0.14
H -2.175715 1.053473 -2.765360 -1.24 -1.25 -1.10 0.10
H 2.367828 -0.870826 3.116966 -0.51 -0.24 -0.48 0.14
H 3.081131 -0.475629 1.574841 -2.15 0.26 0.25 0.16
H 3.570681 -2.658190 1.896226 -1.05 -0.29 -0.61 0.14
H 1.799573 -3.280586 2.132384 1.39 1.52 -0.45 0.16
H -0.051759 -2.762496 0.150490 3.01 1.06 -1.71 0.21
H 0.970934 -2.184063 -1.483230 -0.25 -0.11 1.84 0.17
H 1.405142 -0.095852 -0.191006 0.06 0.43 -0.20 0.14
H 0.141402 -1.396974 2.185136 -0.52 -0.17 0.02 0.15
H -4.185178 3.736205 -1.137971 0.60 -0.35 -0.85 0.09
H -4.492790 2.395847 -2.257327 1.43 0.26 0.28 0.09
H -3.731662 3.885197 -2.907508 -0.01 -0.80 1.44 0.11
H 0.847436 1.250739 2.923199 1.10 0.08 1.47 0.07
H -0.724559 0.694319 2.379250 0.67 0.41 0.07 0.11
H 0.392724 1.434143 1.322348 0.25 1.06 -1.36 0.05
H -2.545808 -0.298321 -0.845189 0.23 0.06 0.08 0.06
H 3.024783 -2.234947 -0.289648 -0.80 0.23 -0.02 0.19
H 2.354100 -3.674331 -0.195537 -0.58 1.05 1.15 0.21
```
Positions in Å, forces in eV/Å.

Charge: +1
ΔE to the lowest compared entry with this formula, charge and spin in kJ/mol: 76.83
Lowest unoccupied orbital energy in eV: -3.22
HOMO level in eV: -12.071



Across the entries above, calculated total energy takes the values -100337.478; -220209.820; -22440.948; -20120.969 eV, respectively.
Across the entries above, largest force on an atom takes the values 0.4; 0.3; 4.7; 4.6 eV/Å, respectively.